5 unconnected molecules or ions with the total composition C41H38BrNO20 at a distorted geometry. Source: the OMol25 dataset; level of theory: ωB97M-V/def2-TZVPD.

Structure (ORCA input):
```
! wB97M-V def2-TZVPD RIJCOSX def2/J DEFGRID3
* xyz 0 1
C 6.10 -1.32 2.30
O 6.87 -0.36 1.62
C 6.19 0.17 0.50
C 5.21 1.31 0.87
C 3.87 1.07 0.19
C 2.85 2.19 0.40
C 1.72 2.22 -0.66
C 0.57 1.31 -0.31
C -0.52 1.88 0.38
C -1.63 1.14 0.77
C -1.65 -0.21 0.49
C -0.59 -0.78 -0.20
C 0.52 -0.06 -0.65
C 1.63 -0.73 -1.45
C 1.15 -1.42 -2.72
C 2.10 -2.47 -3.29
Br 2.85 -3.70 -2.01
C -0.93 -2.23 -0.31
O -0.23 -3.14 -0.62
N -2.28 -2.41 0.11
O -3.10 -2.73 -1.01
C -2.67 -1.22 0.80
O -3.60 -1.16 1.54
H 5.23 -0.86 2.77
H 6.71 -1.77 3.07
H 5.76 -2.12 1.63
H 5.61 -0.63 0.04
H 6.90 0.49 -0.25
H 5.65 2.23 0.49
H 5.13 1.33 1.95
H 3.48 0.11 0.53
H 4.06 0.99 -0.88
H 2.34 1.99 1.34
H 3.33 3.16 0.47
H 2.09 2.04 -1.66
H 1.32 3.23 -0.62
H -0.51 2.93 0.62
H -2.45 1.61 1.29
H 2.27 0.08 -1.77
H 2.15 -1.40 -0.78
H 0.15 -1.83 -2.64
H 1.07 -0.65 -3.50
H 1.54 -3.09 -3.99
H 2.88 -1.99 -3.87
H -2.67 -3.51 -1.40
C 1.92 -5.30 3.43
C 1.07 -5.05 2.42
C -0.13 -5.92 2.16
O -0.87 -5.62 1.24
C -0.36 -7.07 3.03
C 0.49 -7.31 4.04
C 1.68 -6.43 4.31
O 2.39 -6.72 5.26
O 0.35 -8.34 4.87
O 1.24 -4.04 1.59
H 2.78 -4.69 3.63
H -1.22 -7.69 2.83
H 1.10 -8.27 5.50
H 0.51 -4.05 0.93
C -7.83 -3.61 1.52
C -6.75 -2.97 1.99
C -6.02 -3.46 3.22
O -5.04 -2.85 3.60
C -6.53 -4.65 3.89
C -7.61 -5.27 3.41
C -8.33 -4.79 2.18
O -9.29 -5.44 1.81
O -8.14 -6.36 3.97
O -6.27 -1.88 1.42
H -8.37 -3.26 0.64
H -6.01 -4.99 4.78
H -8.90 -6.60 3.42
H -5.46 -1.59 1.89
C 1.60 6.73 1.17
C 1.85 8.04 1.25
C 1.23 9.03 0.29
O 1.50 10.21 0.44
C 0.35 8.53 -0.75
C 0.11 7.21 -0.83
C 0.70 6.23 0.14
O 0.41 5.06 0.01
O -0.68 6.67 -1.75
O 2.65 8.57 2.15
H 2.03 6.01 1.85
H -0.07 9.24 -1.44
H -0.69 5.71 -1.58
H 2.66 9.54 1.99
C 0.29 4.41 -5.22
C -0.56 4.53 -6.25
C -1.67 3.54 -6.48
O -2.42 3.74 -7.42
C -1.79 2.41 -5.57
C -0.93 2.29 -4.55
C 0.16 3.29 -4.31
O 0.89 3.11 -3.35
O -0.98 1.29 -3.67
O -0.51 5.52 -7.12
H 1.09 5.12 -5.05
H -2.58 1.70 -5.75
H -0.27 1.45 -3.03
H -1.24 5.37 -7.75
*
```

Atom charges from the Mulliken analysis, given in e for atoms 1 to 99: number 1, C, carries -0.686; number 2, O, carries -0.448; number 3, C, carries -0.676; number 4, C, carries -0.663; number 5, C, carries -0.193; number 6, C, carries -1.137; number 7, C, carries -0.024; number 8, C, carries 0.318; number 9, C, carries -0.523; number 10, C, carries -1.239; number 11, C, carries 0.228; number 12, C, carries 0.813; number 13, C, carries 0.626; number 14, C, carries -0.601; number 15, C, carries -0.730; number 16, C, carries -1.098; number 17, Br, carries -0.193; number 18, C, carries -0.095; number 19, O, carries -0.594; number 20, N, carries 0.411; number 21, O, carries -0.486; number 22, C, carries -0.252; number 23, O, carries -0.693; number 24, H, carries 0.256; number 25, H, carries 0.303; number 26, H, carries 0.281; number 27, H, carries 0.344; number 28, H, carries 0.403; number 29, H, carries 0.356; number 30, H, carries 0.282; number 31, H, carries 0.270; number 32, H, carries 0.317; number 33, H, carries 0.456; number 34, H, carries 0.587; number 35, H, carries 0.799; number 36, H, carries -0.479; number 37, H, carries 0.658; number 38, H, carries 0.515; number 39, H, carries 0.102; number 40, H, carries 0.501; number 41, H, carries 0.498; number 42, H, carries 0.261; number 43, H, carries 0.504; number 44, H, carries 0.452; number 45, H, carries 0.402; number 46, C, carries -0.984; number 47, C, carries 0.293; number 48, C, carries 0.981; number 49, O, carries -0.554; number 50, C, carries -1.077; number 51, C, carries 0.274; number 52, C, carries 1.106; number 53, O, carries -0.628; number 54, O, carries -0.578; number 55, O, carries -0.382; number 56, H, carries 0.506; number 57, H, carries 0.445; number 58, H, carries 0.364; number 59, H, carries 0.223; number 60, C, carries -0.915; number 61, C, carries 0.474; number 62, C, carries 1.013; number 63, O, carries -0.558; number 64, C, carries -1.089; number 65, C, carries 0.351; number 66, C, carries 1.044; number 67, O, carries -0.639; number 68, O, carries -0.581; number 69, O, carries -0.525; number 70, H, carries 0.427; number 71, H, carries 0.427; number 72, H, carries 0.365; number 73, H, carries 0.321; number 74, C, carries -1.147; number 75, C, carries 0.429; number 76, C, carries 0.990; number 77, O, carries -0.612; number 78, C, carries -0.876; number 79, C, carries 0.328; number 80, C, carries 0.851; number 81, O, carries -0.433; number 82, O, carries -0.628; number 83, O, carries -0.574; number 84, H, carries 0.488; number 85, H, carries 0.444; number 86, H, carries 0.307; number 87, H, carries 0.361; number 88, C, carries -1.106; number 89, C, carries 0.323; number 90, C, carries 1.043; number 91, O, carries -0.611; number 92, C, carries -0.827; number 93, C, carries 0.132; number 94, C, carries 0.865; number 95, O, carries -0.387; number 96, O, carries -0.514; number 97, O, carries -0.584; number 98, H, carries 0.474; number 99, H, carries 0.484

A molecular structure, C41H38Cl6N4O3S4Ti at a distorted geometry. Source: the OMol25 dataset; level of theory: ωB97M-V/def2-TZVPD.

Structure (ORCA input):
```
! wB97M-V def2-TZVPD RIJCOSX def2/J DEFGRID3
* xyz 2 1
Ti -1.09 -0.80 -0.69
C 8.61 3.48 7.92
O 7.97 4.25 6.91
C 7.06 3.67 6.13
C 6.47 4.49 5.15
C 5.53 3.98 4.30
C 5.14 2.64 4.38
C 5.72 1.83 5.35
C 6.67 2.33 6.22
C 4.15 2.06 3.48
N 3.76 0.80 3.51
C 2.84 0.67 2.53
C 2.65 1.88 1.86
N 3.50 2.75 2.49
C 1.76 2.03 0.78
C 1.55 3.19 0.01
C 0.68 3.16 -1.05
C -0.04 2.00 -1.33
N 0.10 0.90 -0.60
C 1.01 0.88 0.41
C 1.20 -0.37 1.09
N 0.45 -1.41 0.65
C 0.62 -2.59 1.23
C 1.53 -2.81 2.26
C 2.29 -1.76 2.73
C 2.13 -0.50 2.13
H 9.29 4.16 8.43
H 9.17 2.65 7.49
H 7.88 3.10 8.64
H 6.79 5.52 5.10
H 5.10 4.64 3.55
H 5.43 0.79 5.42
H 7.11 1.68 6.96
H 3.64 3.72 2.28
H 2.09 4.10 0.26
H 0.54 4.03 -1.68
H -0.73 1.95 -2.16
H 0.02 -3.41 0.87
H 1.63 -3.79 2.69
H 3.02 -1.87 3.52
Cl -2.33 -7.86 -1.37
C -1.78 -6.24 -1.40
C -2.68 -5.20 -1.15
Cl -4.32 -5.50 -0.81
C -2.21 -3.90 -1.17
Cl -3.20 -2.54 -0.81
C -0.88 -3.57 -1.46
O -0.54 -2.29 -1.49
C 0.01 -4.62 -1.67
Cl 1.68 -4.25 -1.88
C -0.43 -5.94 -1.64
Cl 0.68 -7.22 -1.87
C 0.56 1.15 -5.58
C 1.52 0.93 -4.42
S 1.11 -0.46 -3.30
C 1.05 -1.85 -4.48
C -0.34 -2.45 -4.82
S -1.79 -1.69 -4.01
C -2.72 -1.00 -5.43
C -2.01 0.13 -6.18
S -1.19 1.35 -5.09
H 0.61 0.31 -6.27
H 0.86 2.05 -6.12
H 1.57 1.80 -3.77
H 2.52 0.75 -4.81
H 1.68 -2.61 -4.04
H 1.54 -1.51 -5.39
H -0.36 -3.49 -4.52
H -0.53 -2.41 -5.89
H -3.65 -0.66 -4.98
H -2.95 -1.82 -6.11
H -2.75 0.67 -6.77
H -1.26 -0.26 -6.85
C -7.48 -0.22 2.72
C -6.66 -0.05 1.47
C -6.73 -0.99 0.45
C -5.91 -0.89 -0.66
C -5.01 0.17 -0.76
C -4.97 1.15 0.23
C -5.79 1.04 1.33
S -3.86 0.14 -2.13
C -4.15 1.80 -2.76
O -2.46 0.26 -1.48
H -8.07 -1.13 2.68
H -8.15 0.63 2.87
H -6.82 -0.28 3.59
H -7.43 -1.81 0.52
H -5.95 -1.64 -1.44
H -4.28 1.98 0.15
H -5.75 1.80 2.10
H -4.17 2.53 -1.96
H -5.12 1.77 -3.27
H -3.36 2.02 -3.47
Cl -2.15 -1.91 2.10
C -2.01 -0.40 1.16
H -1.42 0.27 1.78
H -3.02 -0.03 1.09
*
```

Values from the calculation:
ΔE to the lowest compared entry with this formula, charge and spin (eV): 1.300

Population analysis type Mulliken, resulting atomic charges in e: number 1, Ti, carries -0.621; number 2, C, carries -0.849; number 3, O, carries -0.452; number 4, C, carries 0.918; number 5, C, carries -0.812; number 6, C, carries -0.456; number 7, C, carries 0.411; number 8, C, carries -0.787; number 9, C, carries -0.488; number 10, C, carries 0.249; number 11, N, carries -0.863; number 12, C, carries 0.834; number 13, C, carries -0.213; number 14, N, carries -0.119; number 15, C, carries 0.700; number 16, C, carries -1.025; number 17, C, carries -1.166; number 18, C, carries -0.810; number 19, N, carries 0.660; number 20, C, carries 0.424; number 21, C, carries -0.562; number 22, N, carries 0.566; number 23, C, carries -0.451; number 24, C, carries -1.382; number 25, C, carries -0.955; number 26, C, carries 0.827; number 27, H, carries 0.245; number 28, H, carries 0.350; number 29, H, carries 0.350; number 30, H, carries 0.430; number 31, H, carries 0.267; number 32, H, carries 0.471; number 33, H, carries 0.417; number 34, H, carries 0.192; number 35, H, carries 0.502; number 36, H, carries 0.562; number 37, H, carries 0.605; number 38, H, carries 0.901; number 39, H, carries 0.528; number 40, H, carries 0.612; number 41, Cl, carries -0.148; number 42, C, carries 0.519; number 43, C, carries 0.051; number 44, Cl, carries -0.186; number 45, C, carries 0.078; number 46, Cl, carries 0.244; number 47, C, carries -1.639; number 48, O, carries 0.083; number 49, C, carries 1.203; number 50, Cl, carries -0.132; number 51, C, carries 0.212; number 52, Cl, carries -0.146; number 53, C, carries -0.699; number 54, C, carries -0.999; number 55, S, carries 0.421; number 56, C, carries -1.213; number 57, C, carries -1.197; number 58, S, carries 0.503; number 59, C, carries -1.023; number 60, C, carries -0.897; number 61, S, carries -0.087; number 62, H, carries 0.282; number 63, H, carries 0.547; number 64, H, carries 0.287; number 65, H, carries 0.563; number 66, H, carries 0.499; number 67, H, carries 0.595; number 68, H, carries 0.495; number 69, H, carries 0.618; number 70, H, carries 0.327; number 71, H, carries 0.553; number 72, H, carries 0.550; number 73, H, carries 0.409; number 74, C, carries -1.469; number 75, C, carries 0.781; number 76, C, carries -0.778; number 77, C, carries -0.620; number 78, C, carries 0.716; number 79, C, carries -1.200; number 80, C, carries -0.456; number 81, S, carries 0.665; number 82, C, carries -1.009; number 83, O, carries 0.386; number 84, H, carries 0.370; number 85, H, carries 0.366; number 86, H, carries 0.333; number 87, H, carries 0.376; number 88, H, carries 0.555; number 89, H, carries 0.188; number 90, H, carries 0.445; number 91, H, carries 0.436; number 92, H, carries 0.479; number 93, H, carries 0.173; number 94, Cl, carries -0.147; number 95, C, carries 0.459; number 96, H, carries 0.591; number 97, H, carries -0.327

Number 1: gap between HOMO and LUMO 7.28 eV. Number 2: gap between HOMO and LUMO 5.51 eV.